DFT (ωB97M-V/def2-TZVPD) results for a molecular structure, C18H23FeNS2.

Output
Net charge ... -2
⟨S²⟩ ... 6.07
Spin multiplicity ... 5
LUMO energy (spin up / spin down) ... 4.955 / 4.938 eV
HOMO-LUMO gap (spin up / spin down) ... 3.06 / 5.20 eV

The geometry in XYZ format:
```
45
Properties=species:S:1:pos:R:3:mulliken_charge:R:1
C 3.089 3.202 -0.389 -0.89
C 3.199 3.527 1.009 -0.34
H 5.650 1.611 2.485 0.39
H 1.757 1.735 -1.485 0.47
H 3.817 -0.378 2.647 0.46
H -6.106 -2.321 -0.135 0.29
C -1.671 -0.913 -1.075 -0.16
H -3.843 0.570 -1.498 0.44
H 3.578 3.759 -1.153 0.50
C 1.542 1.870 0.769 1.43
H -2.440 -3.118 -0.053 0.43
C 4.643 0.461 -0.519 -0.73
C 5.460 1.362 0.253 -0.52
H -6.321 -2.880 -1.797 0.30
H -3.632 -2.139 0.781 0.30
C 4.191 0.079 1.741 -0.81
H -5.095 -0.954 -2.696 0.29
H -0.512 1.460 1.552 0.28
C -4.396 -3.299 -0.968 -0.64
H 6.202 2.046 -0.132 0.47
H 1.038 -0.725 -0.064 -0.03
C 0.515 -0.548 0.933 -1.26
C 0.283 0.995 0.884 -0.43
H 3.259 -1.213 0.137 0.81
H 3.779 4.336 1.430 0.44
C -4.124 -0.341 -0.959 -0.78
H -4.671 -4.220 -0.412 0.33
H -0.504 -0.920 1.002 0.59
C 2.080 2.199 -0.555 -0.14
C -5.617 -2.404 -1.120 -0.69
S -1.271 0.743 -0.385 -0.31
H 4.689 0.307 -1.582 0.44
H -6.204 -0.337 -1.442 0.36
H -4.254 -0.030 0.105 0.37
H -3.860 -3.502 -1.898 0.27
C -5.337 -0.987 -1.627 -0.65
C 5.177 1.132 1.643 -0.55
C -3.343 -2.517 -0.226 -0.78
C 2.264 2.713 1.732 -1.09
H 2.116 2.722 2.801 0.39
C 3.857 -0.346 0.394 -0.67
H 0.971 -1.049 1.820 0.15
N -3.006 -1.293 -1.092 0.29
Fe 3.508 1.592 0.659 -0.43
S -0.457 -1.988 -1.514 -0.58
```


DFT (ωB97M-V/def2-TZVPD) results for a single C2H7N3 molecule.

Output
Net charge ... 0
ΔE to the lowest compared entry with this formula, charge and spin ... 29.2 kcal per mole
LUMO energy ... 0.876 eV
HOMO-LUMO gap ... 9.40 eV

The geometry in XYZ format:
```
12
Properties=species:S:1:pos:R:3:mulliken_charge:R:1
N 1.903 -0.515 0.016 -0.39
H -1.681 1.023 -0.678 0.29
H -2.354 0.221 1.092 0.21
N 0.533 1.444 0.114 -0.68
N -0.452 -0.608 0.159 -0.20
C 0.727 0.170 0.070 0.56
C -1.746 0.080 -0.027 -0.73
H -0.458 -1.589 0.307 0.18
H 1.911 -1.510 -0.132 0.18
H 2.731 0.031 -0.128 0.19
H -2.498 -0.711 -0.739 0.24
H 1.384 1.965 -0.052 0.16
```


DFT (ωB97M-V/def2-TZVPD) results for a molecular structure, C28H70HfNO8.

Output
Net charge ... +3
LUMO energy ... -12.801 eV
HOMO-LUMO gap ... 1.44 eV

The geometry in XYZ format:
```
108
Properties=species:S:1:pos:R:3:mulliken_charge:R:1
H -7.577 3.489 -2.755 0.32
H 4.351 2.215 5.173 0.47
C -2.043 -0.072 6.588 -0.29
H 4.131 0.511 -0.565 0.18
H 6.325 3.309 3.949 0.43
H -3.184 3.474 -5.421 -1.01
H 3.137 -5.193 3.041 0.41
C -2.760 -4.584 4.237 -0.86
H 5.042 -3.865 3.439 0.33
O -5.931 0.302 -4.420 -0.26
O 4.169 1.092 1.418 -0.23
H 4.532 -3.898 1.110 0.47
H -5.713 2.499 -5.670 0.42
H -0.023 -2.171 2.826 0.27
H 0.512 3.093 -3.814 0.33
H -1.500 -5.805 6.348 0.38
H -6.855 0.109 -4.315 0.25
H 1.878 -4.261 4.853 0.19
H -4.802 -1.778 -3.598 0.34
H -4.060 -2.519 -4.895 0.42
H 4.618 3.325 0.427 0.41
H -1.199 2.757 -4.002 0.03
H 1.452 -2.985 5.959 0.39
O -1.362 4.398 -6.161 -0.47
H 1.971 1.748 -0.964 0.31
H -4.797 1.666 8.845 0.25
H 0.995 -3.665 0.414 0.43
H 0.013 2.192 -5.298 0.29
H 4.081 -2.253 1.038 0.26
O -5.288 0.536 -1.667 -0.52
C 7.301 1.464 3.482 -0.90
C -0.245 3.003 -4.577 -0.87
C 2.456 -2.247 4.192 2.16
H 1.943 -0.677 5.659 0.50
C -1.499 -4.674 4.477 0.50
H 1.905 -0.219 3.951 0.35
H 3.811 -1.006 3.399 -0.58
H 6.949 0.726 2.805 0.28
H -4.521 1.729 -7.460 0.38
C -4.520 4.536 -6.692 -1.66
C 1.947 -3.301 0.516 -1.79
H 4.210 1.582 3.737 0.18
H 8.015 2.251 3.017 0.35
H -3.092 3.652 -2.194 0.31
C 2.583 -3.536 1.967 1.23
H -7.038 -1.985 -5.136 0.45
H 1.376 -5.087 2.804 0.25
H 3.748 0.264 1.656 -0.16
O -6.977 2.715 -2.760 -0.74
O -4.957 2.807 -5.148 -0.31
H -3.282 2.803 -7.984 0.46
H 0.054 -5.775 5.386 0.25
H -0.357 -4.355 6.297 0.15
C -0.426 4.420 -5.089 0.35
C 2.429 1.650 0.023 -1.16
H -1.610 -0.488 7.413 0.28
Hf -5.315 1.908 -3.084 1.69
H 0.547 4.869 -5.385 0.41
C 1.673 -1.001 4.643 -2.01
C 4.844 -2.788 3.051 -1.06
C 4.943 1.608 4.504 -0.76
H 5.798 -2.350 2.885 0.54
H 1.992 -2.223 0.349 0.34
H -0.892 4.340 -6.998 0.30
O -3.762 3.071 -2.544 -0.76
H -2.798 1.668 -6.659 0.27
H 3.136 -3.680 5.819 0.19
H 2.679 -3.627 -0.169 0.50
H -1.397 0.105 5.691 0.22
H 4.104 3.065 -1.182 0.34
H 4.357 -1.773 4.945 0.72
C 6.115 2.284 3.994 0.31
H -4.923 5.312 -6.010 0.36
C 2.243 -3.350 5.266 -1.30
C -5.265 -0.727 -5.343 1.01
H 2.206 2.603 0.579 0.26
H -3.659 -4.769 4.942 0.25
H -5.329 4.339 -7.397 0.46
C -4.271 -1.512 -4.517 -1.15
N 1.895 -2.494 2.804 0.16
H -3.395 -0.817 -4.244 0.24
H -3.138 -4.272 3.272 0.28
H 5.693 2.485 -0.501 0.39
C 4.660 2.599 -0.328 -1.61
C -1.047 5.333 -4.086 -1.17
H -0.892 -4.217 3.806 0.11
H 7.681 0.963 4.373 0.40
C 4.096 -3.134 1.727 -1.15
H -1.208 6.364 -4.343 0.36
H -3.770 5.068 -7.194 0.44
C -3.989 3.293 -6.074 1.91
C -0.804 -5.169 5.729 -0.87
C -6.424 -1.609 -5.936 -1.57
H -2.059 4.975 -3.847 0.01
H -2.985 -0.778 6.588 0.32
C 2.325 -4.988 2.370 -1.65
O 0.532 -2.938 2.904 -0.37
C 3.926 -1.900 3.897 -0.43
H -7.109 -1.158 -6.593 0.43
C -3.600 2.251 -7.098 -1.29
H 5.105 0.599 4.702 0.29
H -4.862 -0.052 -6.109 -0.20
H -6.012 -2.500 -6.409 0.41
H 1.868 0.805 0.466 0.28
H -0.588 5.417 -3.141 0.41
H 0.576 -1.121 4.503 0.22
C 3.832 1.409 0.057 0.93
H 2.351 -5.706 1.464 0.38
```


DFT (ωB97M-V/def2-TZVPD) results for a molecular structure, C32H22ClI2N5O5Zr.

Output
Net charge ... +2
ΔE to the lowest compared entry with this formula, charge and spin ... 0.0 kcal per mole
LUMO energy ... -6.450 eV
HOMO-LUMO gap ... 6.45 eV

The geometry in XYZ format:
```
68
Properties=species:S:1:pos:R:3:mulliken_charge:R:1
C 4.293 0.886 -3.292 -1.04
H -2.388 4.664 -1.101 0.49
C 3.249 -1.703 -3.055 -0.84
H 4.808 -2.249 -4.404 0.47
O 1.580 -0.911 -1.591 0.02
O -6.334 2.368 -1.356 -0.57
Zr 0.412 0.088 -0.251 1.09
Cl 6.234 0.116 -4.992 -0.16
C 2.415 0.147 2.263 1.07
H 3.052 2.733 -1.969 0.40
H -4.540 3.533 -1.591 0.61
O -6.918 0.920 -2.855 -0.54
C -3.362 -2.625 -2.348 -0.63
C -4.806 0.772 -1.973 0.03
C -2.371 -0.545 -1.667 -0.29
C -3.657 1.558 -1.603 0.54
C 4.871 -0.148 -3.976 -0.05
N 2.040 -0.613 1.226 0.25
H 2.651 2.234 1.956 0.54
H 3.593 0.328 4.042 0.55
C -3.503 -1.250 -2.080 0.94
H -1.293 -2.787 4.977 0.42
H 2.221 -2.429 0.256 0.49
C -0.557 1.874 2.432 -1.22
H -0.710 1.454 5.155 0.48
C -0.796 0.603 3.191 1.03
C -1.295 2.821 -1.000 -0.07
N -1.286 1.500 -1.102 0.35
H 4.685 1.891 -3.384 0.48
C -3.633 2.962 -1.466 -0.59
C 3.318 -0.310 3.213 -1.09
C -2.446 3.588 -1.186 -1.32
C -0.955 -0.568 2.448 -0.13
H 0.750 2.627 1.046 0.38
C 3.469 -2.364 2.000 -1.02
H 4.562 -1.951 3.807 0.46
H -0.067 -2.857 -1.655 0.56
C 3.172 0.645 -2.458 0.99
C 4.342 -1.444 -3.852 -0.54
C -1.160 -1.838 4.477 -0.13
C 3.854 -1.578 3.079 -0.42
C -1.016 -0.673 5.219 -0.57
H -0.405 2.703 3.128 0.54
C -2.130 -3.209 -2.211 -1.16
I -1.277 -3.534 1.975 0.05
C 2.601 1.751 -1.795 -0.41
H 2.851 -2.705 -2.979 0.46
H -0.346 3.293 -0.777 0.51
H 1.708 1.817 3.375 0.55
C 1.882 1.553 2.330 -1.42
C 2.639 -0.667 -2.339 0.21
C -1.124 -1.788 3.087 -0.51
O -0.876 -0.479 1.108 0.15
N -1.166 -1.137 -1.510 0.28
H -4.221 -3.201 -2.665 0.51
C -4.745 -0.552 -2.218 -0.88
C -0.828 0.548 4.575 -0.55
N -6.136 1.410 -2.078 0.98
H -1.409 2.121 1.795 0.26
C 2.554 -1.852 1.107 -0.34
O 1.614 1.722 -1.009 -0.49
H -1.975 -4.257 -2.420 0.48
I -1.060 -0.757 7.293 0.17
H -5.637 -1.081 -2.528 0.57
N 0.642 1.749 1.542 -0.19
C -1.051 -2.425 -1.781 -0.30
H 3.861 -3.360 1.858 0.48
C -2.444 0.872 -1.439 0.60
```


DFT (ωB97M-V/def2-TZVPD) results for a molecular structure, H22Li2O19P2Zr.

Output
Net charge ... 0
LUMO energy ... -2.083 eV
HOMO-LUMO gap ... 2.38 eV

The geometry in XYZ format:
```
46
Properties=species:S:1:pos:R:3:mulliken_charge:R:1
P -0.678 -0.417 -0.178 0.87
O 0.890 -2.483 3.027 -0.77
O -1.328 1.385 2.877 -0.73
Li -1.448 1.415 -2.132 0.72
H 0.556 -3.076 2.331 0.37
H 3.415 -1.857 1.479 0.25
O 0.035 0.322 -1.321 -0.19
H -0.642 1.100 2.272 0.22
H 2.138 -2.106 -2.380 0.25
H 0.171 -3.102 0.157 0.40
H -1.794 2.120 2.390 0.48
O -2.204 3.452 1.497 -0.85
H -2.366 -2.410 -0.667 0.39
P -2.247 3.160 -0.027 0.86
O -2.679 -1.832 2.210 -0.72
O 2.548 -1.682 -1.616 -0.39
H 0.416 2.785 -0.258 0.37
O 2.615 1.252 1.662 -0.44
O 2.405 0.965 -2.399 -0.35
H -0.282 2.720 -4.265 0.27
H -1.005 -4.082 0.040 0.35
H 2.210 0.868 2.450 0.25
Zr 1.809 0.048 -0.294 0.61
O 2.620 -1.336 1.336 -0.45
O 1.343 2.372 -0.403 -0.40
H 1.790 2.988 -0.992 0.16
H 1.994 -1.637 2.034 0.34
O -2.604 4.629 -0.465 -0.76
H -2.209 -1.140 2.692 0.32
H 3.027 2.065 1.968 0.27
O -0.299 1.930 -3.713 -0.46
H -2.564 -1.597 1.270 0.45
H 3.258 -2.279 -1.354 0.25
H 0.116 -1.982 3.308 0.33
O -0.114 -4.001 0.401 -0.72
O -0.707 3.607 -0.043 -0.76
H -2.905 -3.234 -1.845 0.31
O -2.156 -0.824 -0.091 -1.14
Li -3.585 0.438 0.002 0.81
H 0.332 1.332 -4.122 0.18
O -2.477 -3.324 -0.990 -0.68
O 0.427 -1.493 -0.127 -0.15
H 2.057 0.730 -3.270 0.16
O 0.169 0.388 0.862 0.39
O -2.704 1.932 -0.834 -0.92
H 2.659 1.891 -2.477 0.24
```


DFT (ωB97M-V/def2-TZVPD) results for a molecular structure, C6H12MnOP.

Output
Net charge ... -1
⟨S²⟩ ... 8.85
Spin multiplicity ... 6
ΔE to the lowest compared entry with this formula, charge and spin ... 0.4 kcal per mole
LUMO energy (spin up / spin down) ... 3.133 / 3.004 eV
HOMO-LUMO gap (spin up / spin down) ... 4.42 / 5.53 eV

The geometry in XYZ format:
```
21
Properties=species:S:1:pos:R:3:mulliken_charge:R:1
H -2.876 0.189 -1.020 0.08
C 1.581 1.763 1.747 -0.70
H -1.649 2.221 0.899 0.46
H 2.577 2.716 -0.062 0.37
H 2.149 -3.495 -0.992 0.30
H 0.085 3.385 -0.820 0.37
C -0.561 2.201 0.975 -0.52
Mn -0.795 -2.053 -0.442 -0.49
P -2.735 -1.168 -1.355 -0.12
H 2.021 -1.295 -0.315 0.27
H 1.623 -2.491 -2.334 0.36
C 0.348 2.797 0.057 -0.67
H -0.214 0.991 2.831 0.39
H -4.018 -1.662 -0.978 0.11
C 0.205 1.561 2.024 -0.56
H 2.427 1.403 2.334 0.38
C 1.340 -2.852 -1.346 -0.53
C 1.678 2.441 0.486 -0.42
H -2.727 -1.175 -2.783 0.08
H 0.395 -3.404 -1.384 0.05
O 1.186 -1.780 -0.418 -0.20
```


| no. | maximum force (eV/Å) | DFT total energy (eV) |
| --- | --- | --- |
| 1 | 3.649 | -76578.595 |
| 2 | 3.860 | -6656.691 |
| 3 | 5.191 | -49306.797 |
| 4 | 0.618 | -81223.876 |
| 5 | 11.745 | -59534.375 |
| 6 | 1.693 | -49067.670 |